Molecular formula: C14H24Cl3N2O3S4SbSe2SiW
Method: DFT, ωB97M-V/def2-TZVPD

Element x y z (Å)
W (-0.463, 0.324, -0.283)
C (3.306, 0.687, -1.536)
Se (2.362, -0.117, -0.035)
C (2.843, -1.968, -0.465)
C (3.782, -2.563, 0.565)
Se (3.039, -2.513, 2.375)
C (4.280, -1.189, 3.081)
H (2.891, 0.363, -2.487)
H (4.346, 0.378, -1.460)
H (3.256, 1.768, -1.433)
H (3.277, -1.958, -1.467)
H (1.922, -2.541, -0.498)
H (4.737, -2.038, 0.603)
H (3.974, -3.604, 0.309)
H (5.303, -1.554, 3.017)
H (4.022, -1.039, 4.127)
H (4.172, -0.248, 2.545)
S (0.700, -4.634, 0.914)
Sb (-1.052, -3.398, 0.339)
S (-1.367, -1.148, 1.638)
S (-0.481, -1.763, -1.368)
S (-3.174, -4.014, 0.181)
O (4.538, 3.885, -3.598)
C (3.494, 4.617, -4.225)
N (2.267, 3.932, -3.967)
C (1.725, 3.061, -4.867)
O (2.078, 2.981, -6.024)
C (0.623, 2.190, -4.337)
C (-0.351, 1.712, -5.199)
C (-1.339, 0.891, -4.684)
C (-1.303, 0.550, -3.345)
N (-0.343, 0.982, -2.513)
C (0.590, 1.792, -3.013)
H (5.381, 4.301, -3.808)
H (3.626, 4.660, -5.306)
H (3.436, 5.628, -3.813)
H (1.898, 3.968, -3.031)
H (-0.319, 1.989, -6.245)
H (-2.133, 0.505, -5.307)
H (-2.053, -0.098, -2.913)
H (1.337, 2.123, -2.312)
Cl (-1.600, 1.899, 3.133)
Si (-0.325, 0.630, 2.123)
Cl (0.504, 2.578, -0.028)
Cl (1.334, 0.609, 3.307)
C (-4.650, 0.438, -0.280)
O (-3.249, 0.202, -0.500)
C (-2.324, 1.118, -0.254)
C (-2.809, 2.509, -0.026)
H (-5.018, 1.233, -0.926)
H (-4.829, 0.683, 0.766)
H (-5.133, -0.503, -0.523)
H (-3.493, 2.534, 0.826)
H (-3.361, 2.848, -0.908)
H (-1.987, 3.186, 0.168)

Its orbital gap is 0.25238 Eh. The multiplicity is 1.

Atomic partial charges in e from the natural (NBO) method, atoms 1 to 8:
1. W 0.2950
2. C -0.7881
3. Se 0.4810
4. C -0.5744
5. C -0.5845
6. Se 0.3069
7. C -0.8027
8. H 0.2194


Molecular formula: C14H24N2O2S
Method: DFT, ωB97M-V/def2-TZVPD

Element x y z (Å)
C (-1.653, -2.592, -0.824)
S (-1.501, -2.077, 0.908)
C (-3.032, -1.092, 1.065)
C (-2.994, 0.144, 0.188)
O (-3.728, 0.230, -0.784)
N (-2.136, 1.129, 0.517)
C (-1.131, 1.102, 1.549)
C (0.265, 0.977, 0.922)
C (0.404, 1.847, -0.342)
C (0.338, 1.024, -1.636)
C (1.665, 0.354, -2.025)
C (1.951, -0.890, -1.209)
O (1.385, -1.943, -1.445)
N (2.868, -0.842, -0.216)
C (3.649, 0.228, 0.303)
C (3.771, 0.391, 1.791)
C (4.944, -0.093, 0.986)
C (-0.687, 2.924, -0.336)
C (-2.081, 2.302, -0.341)
H (-0.645, -2.729, -1.204)
H (-2.215, -3.520, -0.877)
H (-2.161, -1.807, -1.376)
H (-3.868, -1.714, 0.745)
H (-3.142, -0.847, 2.120)
H (-1.295, 0.268, 2.227)
H (-1.211, 2.030, 2.125)
H (1.005, 1.261, 1.670)
H (0.431, -0.069, 0.667)
H (1.372, 2.360, -0.318)
H (0.060, 1.691, -2.456)
H (-0.431, 0.256, -1.557)
H (1.575, 0.012, -3.058)
H (2.481, 1.073, -1.974)
H (2.974, -1.723, 0.274)
H (3.607, 1.125, -0.298)
H (3.802, 1.389, 2.200)
H (3.262, -0.324, 2.420)
H (5.781, 0.572, 0.840)
H (5.225, -1.131, 1.076)
H (-0.558, 3.553, 0.547)
H (-0.586, 3.568, -1.211)
H (-2.369, 1.985, -1.347)
H (-2.824, 3.036, -0.003)

Its orbital gap is 0.32791 Eh. The multiplicity is 1.

Atomic partial charges in e from the natural (NBO) method, atoms 1 to 8:
1. C -0.7520
2. S 0.1713
3. C -0.6192
4. C 0.6689
5. O -0.6404
6. N -0.4430
7. C -0.2120
8. C -0.4208


Molecular formula: C14H24N4O2PdSi
Method: DFT, ωB97M-V/def2-TZVPD

Element x y z (Å)
Pd (-0.083, -0.058, -0.347)
C (1.891, 1.592, 3.496)
C (1.541, 1.390, 2.045)
N (1.380, 0.222, 1.536)
O (1.664, -0.837, 2.434)
C (1.395, 2.552, 1.185)
C (1.319, 3.946, 1.736)
N (1.368, 2.313, -0.109)
O (1.353, 3.306, -0.921)
H (2.459, 0.749, 3.883)
H (0.976, 1.678, 4.090)
H (2.459, 2.513, 3.627)
H (1.369, -1.581, 1.893)
H (0.648, 4.012, 2.599)
H (0.944, 4.584, 0.936)
H (2.291, 4.354, 2.046)
C (4.378, 1.122, -0.278)
C (3.902, -0.192, -0.799)
C (4.481, -1.442, -0.851)
C (3.473, -2.283, -1.372)
N (2.365, -1.603, -1.616)
N (2.656, -0.332, -1.295)
C (3.522, -3.751, -1.650)
H (5.459, 1.108, -0.130)
H (3.888, 1.344, 0.671)
H (4.117, 1.930, -0.960)
H (5.484, -1.704, -0.552)
H (1.918, 0.369, -1.168)
H (4.082, -3.978, -2.563)
H (2.505, -4.121, -1.775)
H (3.994, -4.298, -0.830)
C (-5.558, -0.501, -2.732)
Si (-4.910, -0.812, -0.968)
C (-5.924, 0.341, 0.156)
C (-5.500, -2.569, -0.525)
C (-3.157, -0.589, -0.817)
C (-1.934, -0.414, -0.666)
H (-6.652, -0.516, -2.774)
H (-5.174, -1.266, -3.411)
H (-5.208, 0.468, -3.091)
H (-7.001, 0.224, -0.004)
H (-5.653, 1.382, -0.033)
H (-5.701, 0.129, 1.204)
H (-6.592, -2.650, -0.549)
H (-5.152, -2.837, 0.474)
H (-5.081, -3.294, -1.227)

Its orbital gap is 0.16954 Eh. The net charge is -2. The multiplicity is 1.

Atomic partial charges in e from the natural (NBO) method, atoms 1 to 8:
1. Pd -0.1375
2. C -0.6741
3. C 0.2058
4. N -0.2031
5. O -0.6268
6. C -0.0544
7. C -0.6661
8. N -0.0433


Molecular formula: C14H24N6O3RhSSe2
Method: DFT, ωB97M-V/def2-TZVPD

Element x y z (Å)
Rh (0.050, 0.152, 0.002)
O (-0.812, 0.253, -3.296)
C (-2.220, 0.327, -3.489)
C (-2.992, 0.277, -2.167)
C (-4.477, 0.279, -2.601)
O (-5.287, 0.166, -1.447)
C (-2.798, -1.048, -1.417)
Se (-1.008, -1.733, -1.062)
C (-2.836, 1.528, -1.287)
Se (-1.101, 2.172, -0.646)
H (-0.408, 0.021, -4.139)
H (-2.548, -0.516, -4.108)
H (-2.483, 1.251, -4.016)
H (-4.650, -0.563, -3.282)
H (-4.689, 1.208, -3.141)
H (-6.212, 0.176, -1.708)
H (-3.306, -1.847, -1.958)
H (-3.253, -0.977, -0.427)
H (-3.460, 1.410, -0.403)
H (-3.227, 2.381, -1.845)
C (-2.715, -0.050, 4.458)
N (-1.326, -0.091, 4.004)
C (-0.283, -0.107, 4.864)
C (0.997, -0.153, 4.435)
C (1.211, -0.182, 3.027)
N (0.187, -0.122, 2.184)
C (-1.110, -0.104, 2.632)
O (-2.048, -0.095, 1.850)
N (2.446, -0.274, 2.524)
H (-2.725, -0.048, 5.545)
H (-3.250, -0.920, 4.083)
H (-3.199, 0.847, 4.079)
H (-0.539, -0.090, 5.914)
H (1.819, -0.182, 5.133)
H (3.231, -0.372, 3.141)
H (2.583, -0.452, 1.537)
C (6.281, -1.046, -0.045)
C (5.187, -1.660, -0.917)
C (4.061, -0.710, -1.167)
N (2.922, -0.779, -0.574)
N (2.058, 0.226, -0.928)
C (2.564, 1.065, -1.800)
N (1.914, 2.123, -2.300)
S (4.184, 0.642, -2.255)
H (7.086, -1.763, 0.112)
H (5.886, -0.764, 0.932)
H (6.710, -0.156, -0.506)
H (4.752, -2.537, -0.438)
H (5.603, -1.986, -1.872)
H (0.906, 2.170, -2.166)
H (2.321, 2.654, -3.048)

Its expectation value of S² is 6.02. Its orbital gap (spin up / spin down) is 0.29626 / 0.22149 Eh. The net charge is +1. The multiplicity is 5.

Atomic partial charges in e from the natural (NBO) method, atoms 1 to 8:
1. Rh 0.7576
2. O -0.7305
3. C -0.0639
4. C -0.1291
5. C -0.0465
6. O -0.7263
7. C -0.5941
8. Se 0.2893